Here is C3H8N2S in the gas phase from the Open Molecules 2025 dataset. Energies are from wB97M-V/def2-TZVPD.

Geometry as XYZ:
```
14
Properties=species:S:1:pos:R:3
S 2.91 0.12 -0.30
N -0.13 -0.08 -0.21
N 1.95 -1.07 0.44
C 0.69 -1.05 0.38
C -0.16 1.22 0.48
C -1.46 -0.55 -0.52
H 0.15 -1.93 0.83
H -0.56 1.97 -0.24
H -1.40 -1.47 -1.08
H -1.98 0.15 -1.16
H -0.80 1.21 1.35
H 0.87 1.50 0.77
H 1.99 0.68 -1.13
H -2.09 -0.70 0.39
```

Calculated values
HOMO = -8.41 eV
SMILES = CN(C)/C=N\S
molecular weight = 104.2 g/mol
LUMO energy = 0.862 eV


Here is C3H8N2S in the gas phase from the Open Molecules 2025 dataset. Energies are from wB97M-V/def2-TZVPD.

Geometry as XYZ:
```
14
Properties=species:S:1:pos:R:3
S 2.68 0.73 0.48
N -1.07 -0.12 -0.45
N 1.25 -0.16 0.05
C -2.25 0.73 -0.67
C 1.21 -1.57 0.27
C 0.02 0.53 -0.22
H 2.41 1.26 1.82
H -2.82 0.59 -1.64
H -2.99 0.57 0.11
H 0.50 -1.97 -0.43
H 0.06 1.63 -0.27
H -1.97 1.84 -0.55
H 0.79 -1.87 1.23
H 2.17 -2.18 0.25
```

Calculated values
HOMO = -8.84 eV
SMILES = C/N=C/N(C)S
molecular weight = 104.2 g/mol
LUMO energy = 0.642 eV


Here is C3H8N2S2 as an isolated structure from the Open Molecules 2025 dataset. Energies are from wB97M-V/def2-TZVPD.

Geometry as XYZ:
```
15
Properties=species:S:1:pos:R:3
S -1.84 -1.09 0.00
S 2.04 0.57 0.09
N -1.23 2.02 0.68
N 0.77 -0.45 -0.29
C 1.07 -1.77 0.24
C -0.98 1.32 -0.62
C -0.61 -0.08 -0.30
H -0.39 2.09 -1.41
H 2.58 0.24 -1.10
H -2.01 1.20 -1.02
H 2.09 -1.85 0.10
H 0.59 -1.77 1.40
H 0.55 -2.67 -0.15
H -2.20 1.14 0.94
H -0.44 1.10 1.44
```

Calculated values
HOMO = -9.02 eV
molecular weight = 136.2 g/mol
LUMO energy = -0.070 eV


Here is C3H8N2S2 in the gas phase from the Open Molecules 2025 dataset. Energies are from wB97M-V/def2-TZVPD.

Geometry as XYZ:
```
15
Properties=species:S:1:pos:R:3
S 0.64 1.46 -1.73
S -0.07 -0.01 0.89
N -0.82 -2.53 0.11
N -2.12 -1.52 1.70
C -1.04 -1.51 0.82
C 1.53 2.54 -0.61
C 0.54 -0.16 -0.83
H 2.61 2.32 -0.58
H -0.12 -0.63 -1.55
H 1.53 -0.60 -0.82
H 1.05 2.46 0.39
H 1.41 3.54 -0.97
H -2.50 -0.60 1.87
H -2.76 -2.29 1.61
H 0.10 -2.45 -0.30
```

Calculated values
HOMO = -8.90 eV
SMILES = [H]/N=C(/N)SCSC
molecular weight = 136.2 g/mol
LUMO energy = 0.722 eV


Here is C3H8N2S3 in the gas phase from the Open Molecules 2025 dataset. Energies are from wB97M-V/def2-TZVPD.

Geometry as XYZ:
```
16
Properties=species:S:1:pos:R:3
S -1.13 1.89 1.21
S 1.72 -1.66 -1.76
S 1.77 1.03 -0.07
N -0.83 0.37 0.43
N 0.39 -1.00 -1.01
C -2.92 -1.00 0.74
C -1.52 -0.80 1.21
C 0.46 0.07 -0.16
H 0.16 1.87 1.83
H -3.25 0.06 0.69
H 1.95 -0.75 -2.70
H -0.61 -0.98 -1.34
H -2.88 -1.70 -0.31
H -0.98 -1.76 1.24
H -1.54 -0.41 2.29
H -3.60 -1.61 1.55
```

Calculated values
HOMO = -8.51 eV
SMILES = CCN(S)C(=S)NS
molecular weight = 168.3 g/mol
LUMO energy = 0.428 eV


Here is an isolated ion of composition C3H8N3 and charge +1 from the Open Molecules 2025 dataset. Energies are from wB97M-V/def2-TZVPD.

Geometry as XYZ:
```
14
Properties=species:S:1:pos:R:3
N 1.47 0.63 -0.57
N -0.04 -2.17 0.48
N -1.07 0.01 -0.47
C 0.74 0.32 0.56
C -0.64 1.07 0.39
C 0.08 -0.99 0.47
H -0.57 2.15 -0.11
H -1.93 -0.45 -0.37
H -0.61 -2.94 0.16
H -1.16 1.12 1.41
H -0.92 0.39 -1.48
H 1.34 0.35 1.50
H 0.98 0.42 -1.44
H 2.33 0.08 -0.53
```

Calculated values
HOMO = -14.78 eV
SMILES = [H]/N=C1\[NH2+]C[C@@H]1N
net charge = +1
molecular weight = 86.1 g/mol
LUMO energy = -3.889 eV


Here is C3H8N3 as an isolated structure from the Open Molecules 2025 dataset. Energies are from wB97M-V/def2-TZVPD.

Geometry as XYZ:
```
14
Properties=species:S:1:pos:R:3
N 0.17 0.00 -0.26
N -1.87 1.35 -0.82
N 3.59 -0.86 3.55
C 0.40 -1.20 -0.07
C 3.26 -1.93 1.35
C 3.53 -1.45 2.45
H -2.51 0.87 -1.52
H 3.50 -2.74 0.60
H 0.96 0.56 -0.50
H -2.36 1.64 -0.01
H -0.33 -1.94 0.22
H -1.01 0.67 -0.41
H -1.20 1.99 -1.20
H 4.01 0.08 3.74
```

Calculated values
HOMO (spin up / spin down) = -12.17 / -11.71 eV
net charge = +1
molecular weight = 86.1 g/mol
LUMO energy (spin up / spin down) = -5.153 / -4.343 eV


Here is a 2-piece molecular cluster, C3H8N3 overall from the Open Molecules 2025 dataset. Energies are from wB97M-V/def2-TZVPD.

Geometry as XYZ:
```
14
Properties=species:S:1:pos:R:3
N 0.37 -0.61 -1.18
N 2.35 0.09 -0.18
N -0.93 -0.65 -0.91
C 0.11 0.38 0.94
C 1.03 -0.04 -0.20
C -1.22 -0.35 0.48
H 0.31 0.05 2.01
H -1.25 -1.18 1.09
H -1.54 -0.25 -1.64
H 2.68 -0.43 -0.96
H 2.70 0.28 0.73
H 0.10 1.40 0.88
H -2.50 1.08 -1.52
H -2.20 0.24 0.45
```

Calculated values
HOMO (spin up / spin down) = -14.37 / -15.67 eV
net charge = +1
molecular weight = 86.1 g/mol
LUMO energy (spin up / spin down) = -5.303 / -6.728 eV


Here is an isolated ion of composition C3H8N3O and charge +1 from the Open Molecules 2025 dataset. Energies are from wB97M-V/def2-TZVPD.

Geometry as XYZ:
```
15
Properties=species:S:1:pos:R:3
O -2.87 0.19 -0.15
N 1.22 0.86 -0.27
N -0.97 -1.50 0.64
N -1.72 0.59 -0.26
C 0.57 0.51 0.97
C -0.63 -0.28 0.09
C 0.46 -0.04 -1.18
H 1.05 -0.78 -1.49
H -0.27 -2.21 0.95
H 1.14 1.84 -0.48
H -1.84 -1.89 0.36
H 1.12 -0.18 1.56
H 0.11 0.49 -2.09
H 0.37 1.44 1.62
H 2.27 0.95 -0.27
```

Calculated values
HOMO = -13.66 eV
SMILES = NC1(N=O)C[NH2+]C1
net charge = +1
molecular weight = 102.1 g/mol
LUMO energy = -4.577 eV


Here is an isolated ion of composition C3H8N3O and charge +1 from the Open Molecules 2025 dataset. Energies are from wB97M-V/def2-TZVPD.

Geometry as XYZ:
```
15
Properties=species:S:1:pos:R:3
O 0.23 -0.06 2.07
N -1.93 0.39 -0.74
N 0.37 -0.06 -0.93
N 0.51 0.41 -2.23
C -0.81 0.00 -0.26
C -0.66 -0.66 1.27
C 1.49 -0.02 2.10
H 0.01 -0.22 -2.99
H 1.90 0.78 2.79
H -1.69 -0.47 1.74
H 1.91 -0.69 1.35
H 0.09 1.39 -2.65
H -2.65 0.42 -0.04
H 1.51 0.39 -2.37
H -0.29 -1.60 0.91
```

Calculated values
HOMO = -12.26 eV
net charge = +1
molecular weight = 102.1 g/mol
LUMO energy = -5.876 eV


Here is a 2-piece molecular cluster, C3H8N3O2 overall from the Open Molecules 2025 dataset. Energies are from wB97M-V/def2-TZVPD.

Geometry as XYZ:
```
16
Properties=species:S:1:pos:R:3
O -0.24 1.79 -1.14
O -1.32 -0.09 -0.56
N -2.50 1.72 -1.22
N 1.15 -0.84 0.33
N 0.34 -2.23 2.01
C -1.25 1.10 -0.97
C 1.28 -1.58 1.44
C 2.18 0.14 0.05
H -3.25 1.07 -1.30
H 0.72 -2.78 2.77
H 2.30 -1.60 1.86
H 2.14 0.99 0.72
H 2.05 0.49 -0.96
H -2.47 2.51 -1.83
H 3.16 -0.33 0.15
H 0.19 -0.61 0.00
```

Calculated values
HOMO = -4.52 eV
net charge = -1
molecular weight = 118.1 g/mol
LUMO energy = 4.001 eV


Here is a 2-piece molecular cluster, C3H8N3O3 overall from the Open Molecules 2025 dataset. Energies are from wB97M-V/def2-TZVPD.

Geometry as XYZ:
```
17
Properties=species:S:1:pos:R:3
O 0.87 1.75 -1.42
O 1.97 0.05 -0.68
O 2.95 1.35 -2.09
N 1.83 1.06 -1.35
N -0.06 -1.55 0.59
N -0.93 0.71 0.59
C -1.47 2.00 0.34
C -0.95 -2.63 1.08
C -0.51 -0.37 0.60
H -0.55 -3.50 0.51
H -0.78 -2.81 2.11
H -2.47 2.25 0.74
H 3.78 0.91 -1.91
H -0.88 2.80 0.70
H -1.96 -2.67 0.75
H -1.65 2.16 -0.65
H 0.81 -1.50 0.09
```

Calculated values
HOMO = -15.06 eV
net charge = +1
molecular weight = 134.1 g/mol
LUMO energy = -3.725 eV